No. 1
Below is C53H49BF14Ge2N6O5PSn as an isolated structure in a non-equilibrium geometry, with properties calculated with wB97M-V/def2-TZVPD.

The geometry in XYZ format:
```
132
Properties=species:S:1:pos:R:3:forces:R:3:lowdin_charge:R:1
Sn -0.0147 1.8916 -0.5736 0.1 -0.2 -0.1 1.670
C 0.7310 0.7433 5.2396 0.2 0.0 -0.1 -0.126
C 0.3907 1.2127 3.8145 0.2 -0.2 0.3 -0.320
Ge 2.0164 1.0823 2.7451 0.1 0.1 -1.0 1.086
C 3.0685 2.7172 2.8893 0.2 -0.4 0.2 -0.298
C 3.5399 2.9725 4.3275 0.0 0.1 -0.1 -0.146
C 2.6026 -0.7228 2.8918 0.2 0.0 0.2 -0.201
C 2.3240 -1.8424 2.2144 0.0 0.0 -0.1 -0.240
Ge 1.2569 -2.1538 0.5197 -0.2 0.0 -0.1 1.014
C 2.4826 -2.3071 -1.0137 0.0 0.0 0.3 -0.298
C 3.1284 -3.6458 -1.3788 0.0 0.1 -0.2 -0.142
C -0.1468 -3.4716 0.9056 0.2 -0.1 0.1 -0.289
C 0.1575 -4.9387 1.2080 -0.1 0.0 0.0 -0.141
C 2.8947 -3.1281 2.7512 -0.1 0.0 0.0 -0.234
C 3.1144 -4.2184 1.9148 0.1 0.1 0.0 -0.091
C 3.7047 -5.3886 2.3714 0.0 0.0 0.0 -0.057
C 4.0847 -5.4962 3.6974 0.0 0.0 0.0 -0.065
C 3.8416 -4.4357 4.5619 0.0 0.0 0.0 -0.061
C 3.2476 -3.2750 4.0992 -0.1 0.0 0.0 -0.037
H -0.1694 0.7657 5.8535 0.0 0.0 0.0 0.082
H 1.4706 1.3819 5.7239 0.0 0.0 0.0 0.059
H 1.1108 -0.2800 5.2515 0.0 0.0 0.0 0.063
H 0.0411 2.2454 3.8052 0.0 -0.2 0.1 0.063
H -0.3804 0.5803 3.3813 0.5 0.0 0.4 0.041
H 2.4083 3.5173 2.5502 0.0 0.0 -0.1 0.080
H 3.9205 2.6764 2.2141 0.0 0.0 -0.1 0.063
H 2.7042 3.0736 5.0193 0.0 0.0 0.0 0.058
H 4.1101 3.8999 4.3654 0.0 0.0 0.0 0.081
H 4.1886 2.1735 4.6891 0.0 0.0 0.0 0.076
H 3.1898 -0.8343 3.8033 0.2 -0.1 -0.1 0.057
H 3.2635 -1.5725 -0.8143 0.0 0.0 0.0 0.036
H 1.8941 -1.9214 -1.8381 -0.1 0.1 -0.3 0.029
H 3.9090 -3.9326 -0.6766 0.0 0.0 -0.1 0.064
H 3.6017 -3.5715 -2.3609 0.0 0.0 0.0 0.080
H 2.4021 -4.4561 -1.4255 -0.1 -0.1 0.0 0.064
H -0.7848 -3.4017 0.0308 -0.1 0.0 0.0 0.022
H -0.7037 -3.0259 1.7360 0.0 0.0 0.0 0.074
H 0.6784 -5.4272 0.3809 0.0 0.0 0.0 0.066
H -0.7766 -5.4820 1.3689 0.0 0.0 0.0 0.077
H 0.7621 -5.0610 2.1032 0.0 0.0 0.0 0.058
H 2.8258 -4.1644 0.8760 0.0 -0.1 0.1 0.047
H 3.8607 -6.2141 1.6880 0.0 0.0 0.0 0.116
H 4.5522 -6.4019 4.0615 0.0 0.0 0.0 0.111
H 4.1144 -4.5166 5.6062 0.0 0.0 0.0 0.111
H 3.0366 -2.4888 4.8112 0.0 0.0 0.0 0.102
N -7.9678 -0.3397 7.0043 0.1 0.0 -0.1 0.176
C -7.1447 0.0655 6.3119 -0.1 0.0 0.0 -0.170
C -6.1013 0.5714 5.4578 0.0 0.0 0.1 -0.219
C -5.5272 1.8122 5.7181 0.0 0.0 0.0 -0.002
C -4.4969 2.2803 4.9224 0.0 0.1 0.0 0.005
C -4.0495 1.5164 3.8540 0.0 0.0 0.0 -0.169
C -4.6271 0.2833 3.5820 0.0 0.0 -0.1 0.000
C -5.6464 -0.1908 4.3860 0.0 0.0 0.0 -0.007
N -2.9700 1.9852 3.0499 0.0 0.0 0.1 0.017
C -2.5317 3.2906 2.9280 0.0 0.0 0.0 -0.010
C -1.4384 3.2492 2.1277 -0.1 -0.1 -0.1 -0.139
N -1.1750 1.9400 1.7731 -0.5 0.4 -0.6 -0.085
C -2.1171 1.2183 2.3314 -0.3 0.2 -0.4 -0.170
H -5.8816 2.4029 6.5517 0.0 0.0 0.0 0.130
H -4.0402 3.2331 5.1513 0.0 0.0 0.0 0.115
H -4.3015 -0.3044 2.7345 0.0 0.0 0.0 0.113
H -6.0955 -1.1537 4.1854 0.0 0.0 0.0 0.128
H -3.0552 4.1269 3.3555 0.0 -0.1 0.0 0.130
H -0.8618 4.0747 1.7431 0.0 0.0 0.0 0.116
H -2.2007 0.1464 2.2561 0.0 0.0 0.0 0.141
F -2.4839 5.1301 -2.0265 0.1 -0.2 0.1 0.199
B -1.7473 4.1170 -1.5096 0.1 0.1 0.1 -1.278
F -1.1571 3.2767 -2.5268 0.0 0.0 0.2 0.014
F -0.6572 4.5584 -0.6914 -0.2 0.0 -0.2 0.027
F -2.5221 3.2287 -0.6898 0.1 0.3 0.0 0.027
O -0.0238 -0.8522 -0.0398 -0.1 -0.1 -0.1 -0.446
N 0.0338 -0.3334 -1.4079 0.4 0.2 0.5 -0.377
F 2.1586 2.3002 -7.5877 -0.1 -0.1 0.0 0.155
C 1.3052 1.2853 -7.7612 0.0 0.0 0.0 -0.584
F 1.9592 0.2993 -8.4020 0.0 0.1 0.0 0.152
F 0.3213 1.7047 -8.5753 0.1 0.0 0.0 0.155
C 0.7423 0.7841 -6.4542 0.0 0.0 0.0 -0.092
C -0.1330 -0.2942 -6.4844 0.0 0.0 0.0 0.017
C -0.6405 -0.7944 -5.3010 -0.1 0.1 0.0 -0.059
C -0.2675 -0.2247 -4.0812 0.0 0.0 0.0 -0.258
C 0.5870 0.8721 -4.0660 0.0 -0.1 -0.1 -0.045
C 1.0918 1.3779 -5.2552 0.0 0.0 0.0 0.026
P -0.9477 -0.9334 -2.5692 -0.3 -0.1 -0.2 0.982
C -0.9826 -2.7299 -2.7803 0.2 0.0 0.3 -0.281
C 0.0043 -3.3776 -3.5234 0.1 0.0 0.0 -0.055
C 0.0230 -4.7592 -3.5990 0.1 0.0 0.0 0.014
C -0.9431 -5.4973 -2.9299 0.0 0.0 0.0 -0.097
C -1.9430 -4.8682 -2.2073 0.0 0.0 0.0 0.016
C -1.9587 -3.4842 -2.1298 0.0 0.0 0.0 -0.086
C -0.8616 -7.0029 -2.9738 0.0 0.0 0.0 -0.584
F -2.0049 -7.5802 -2.5850 0.1 0.0 0.0 0.153
F -0.5703 -7.4415 -4.2068 0.0 0.0 0.1 0.157
F 0.1154 -7.4387 -2.1514 -0.1 0.0 -0.1 0.145
C -2.7015 -0.4726 -2.5624 0.0 0.1 0.1 -0.257
C -3.6564 -1.1970 -3.2793 0.0 0.0 0.0 -0.063
C -4.9537 -0.7239 -3.3799 0.0 0.0 0.0 0.017
C -5.2975 0.4809 -2.7833 0.0 0.0 0.0 -0.091
C -4.3582 1.2168 -2.0784 0.0 0.0 0.0 0.035
C -3.0658 0.7328 -1.9728 0.1 -0.2 0.1 -0.051
C -6.7153 0.9882 -2.8649 0.0 0.0 0.0 -0.584
F -7.3887 0.6903 -1.7358 0.0 0.0 -0.1 0.148
F -7.3843 0.4368 -3.8878 0.0 0.0 0.1 0.148
F -6.7522 2.3179 -3.0141 0.0 -0.1 0.0 0.160
H -0.4112 -0.7398 -7.4309 0.0 0.0 0.0 0.136
H -1.3272 -1.6322 -5.3283 0.0 0.0 0.0 0.114
H 0.8813 1.3367 -3.1408 0.1 0.0 0.0 0.054
H 1.7603 2.2277 -5.2452 0.0 0.0 0.0 0.134
H 0.7448 -2.8034 -4.0667 0.0 0.0 0.1 0.118
H 0.7819 -5.2645 -4.1828 0.0 0.0 0.0 0.136
H -2.7032 -5.4544 -1.7095 0.0 0.0 0.0 0.133
H -2.7373 -2.9923 -1.5612 0.0 0.0 0.0 0.120
H -3.3998 -2.1287 -3.7655 0.0 0.0 0.0 0.107
H -5.6975 -1.2844 -3.9292 0.0 0.0 0.0 0.130
H -4.6172 2.1656 -1.6259 0.0 0.0 0.0 0.135
H -2.3470 1.3195 -1.4240 -0.2 0.0 -0.1 0.026
F 4.3616 0.2562 -5.1641 0.0 0.0 -0.1 0.102
C 4.7854 0.9406 -4.1027 0.0 0.0 0.0 -0.186
C 4.4218 0.5872 -2.8740 0.0 0.0 0.1 0.048
N 4.8472 1.2793 -1.7522 0.1 0.0 0.0 0.005
C 4.2795 1.0072 -0.4549 -0.1 -0.2 0.0 -0.030
C 2.8112 1.3875 -0.3992 0.3 0.3 0.2 -0.576
O 2.3156 2.0176 -1.3281 -0.1 -0.1 -0.2 -0.034
O 2.0973 1.0400 0.6301 -0.5 0.0 0.7 -0.236
C 5.6161 2.4338 -1.8631 0.0 0.1 0.1 -0.454
O 5.9249 3.1036 -0.8989 -0.1 -0.1 -0.2 0.093
N 5.9996 2.7377 -3.1476 -0.1 0.0 -0.1 0.228
C 5.6317 2.1089 -4.3452 0.1 0.1 0.1 -0.382
O 5.9863 2.5225 -5.4164 0.0 -0.1 0.0 0.138
H 3.7734 -0.2623 -2.7153 0.0 0.0 0.1 0.138
H 4.8266 1.6260 0.2505 0.0 0.1 0.2 0.130
H 4.4087 -0.0342 -0.1554 0.0 0.0 0.0 0.134
H 6.5510 3.5781 -3.2469 0.1 0.0 0.0 0.176
```
Forces are in eV/Å.

Summary:
LUMO energy	-2.9	eV
molar mass	1421.70	g/mol
2S+1	1
total charge	+1
ΔE to the lowest compared entry with this formula, charge and spin	93.7	kJ/mol
calculated total energy	-241809.784	eV
HOMO-LUMO gap	8.47	eV

=====

No. 2
Below is C53H51KN6O2SSiTe as an isolated structure in a non-equilibrium geometry, with properties calculated with wB97M-V/def2-TZVPD.

The geometry in XYZ format:
```
116
Properties=species:S:1:pos:R:3:forces:R:3:lowdin_charge:R:1
K 0.0126 -0.9689 -0.6043 0.7 0.0 -0.5 0.592
N -0.4877 2.8194 1.2792 -0.5 0.1 0.0 0.021
C -1.6213 3.6753 1.5959 0.0 0.0 0.0 -0.298
C -2.4407 3.9615 0.3393 0.0 -0.2 0.1 -0.210
C -3.2866 2.7613 -0.0975 0.1 0.2 -0.3 -0.213
C -3.6256 2.7850 -1.5878 0.0 0.0 0.1 -0.301
N -2.4069 2.8521 -2.3929 -0.1 -0.1 0.0 0.009
H -0.8044 1.8973 0.9976 0.2 -0.1 0.0 0.033
H 0.0936 2.6776 2.0932 0.2 0.0 0.0 0.033
H -1.2262 4.6177 1.9865 0.0 0.0 0.0 0.105
H -2.2849 3.2553 2.3763 0.0 0.1 0.0 0.090
H -1.7386 4.2003 -0.4598 0.0 0.1 0.0 0.102
H -3.0876 4.8298 0.5078 0.0 0.0 -0.1 0.102
H -4.2201 2.7278 0.4731 0.0 -0.1 0.1 0.107
H -2.7402 1.8325 0.1020 -0.1 0.0 0.0 0.087
H -4.2242 3.6750 -1.8171 -0.1 0.0 0.0 0.101
H -4.2452 1.9026 -1.8179 0.0 0.0 0.0 0.091
H -2.6126 2.6531 -3.3647 0.0 0.0 0.0 0.057
H -1.7592 2.1330 -2.0826 0.1 0.1 0.0 0.054
S -6.4908 -3.0819 -4.7128 0.4 0.2 0.3 0.948
N -6.3412 -2.9066 -3.0925 0.0 0.0 -0.5 -0.220
C -5.1945 -2.2898 -2.8859 -0.1 -0.1 -0.3 -0.317
C -4.6685 -1.9103 -1.6012 0.5 0.3 0.4 -0.095
C -5.3333 -2.1746 -0.4016 -0.1 0.0 -0.1 -0.004
C -4.7706 -1.7697 0.7842 0.1 0.1 -0.1 -0.028
C -3.5380 -1.1102 0.7354 -0.1 0.0 0.3 -0.093
N -2.8934 -0.8533 -0.3819 0.1 0.0 -0.5 0.124
C -3.4288 -1.2359 -1.5511 -0.8 -0.3 0.8 -0.154
C -2.6855 -0.9542 -2.7713 0.4 0.1 -1.2 -0.151
N -1.4980 -0.3391 -2.6662 -0.6 0.0 0.0 0.058
C -0.7914 -0.1091 -3.7515 0.3 0.2 -0.2 -0.109
C -1.2098 -0.4613 -5.0366 -0.1 0.0 0.1 -0.024
C -2.4320 -1.0734 -5.1704 -0.1 -0.1 0.0 0.004
C -3.1970 -1.3321 -4.0317 0.5 0.3 0.4 -0.086
C -4.4763 -1.9887 -4.0859 -0.3 -0.2 0.0 -0.309
N -5.0953 -2.3701 -5.1853 -0.4 -0.3 0.2 -0.215
H -6.2782 -2.7023 -0.4340 0.0 0.0 0.0 0.112
H -5.2559 -1.9475 1.7337 0.0 0.0 0.0 0.105
H -3.0513 -0.7858 1.6497 0.0 0.0 0.0 0.095
H 0.1591 0.3984 -3.6020 0.0 -0.1 0.1 0.116
H -0.5806 -0.2561 -5.8908 0.0 0.0 0.0 0.107
H -2.8145 -1.3767 -6.1365 0.0 0.0 0.0 0.113
O -0.4452 -0.2796 1.6097 -1.1 0.1 0.9 -0.388
O 1.0436 -0.1589 1.4947 0.3 0.2 0.7 -0.401
C -3.7095 -0.3341 5.7566 -0.1 0.0 0.0 -0.124
C -2.6220 -1.1222 6.1065 0.0 0.0 0.0 -0.106
C -1.4697 -1.0986 5.3299 0.0 0.1 0.0 -0.085
C -1.3624 -0.2965 4.1914 0.1 -0.1 -0.1 -0.201
C -2.4800 0.4722 3.8530 0.0 0.1 0.0 -0.122
C -3.6375 0.4599 4.6199 0.0 0.1 0.0 -0.106
Si 0.2642 -0.2205 3.1229 0.5 0.0 0.1 0.375
C 1.1699 -1.7624 3.7613 -0.1 0.2 0.0 -0.203
C 0.8532 -3.0331 3.2809 0.0 0.0 0.0 -0.076
C 1.4965 -4.1653 3.7589 0.0 -0.1 -0.1 -0.097
C 2.4772 -4.0509 4.7351 0.0 0.0 0.0 -0.121
C 2.8175 -2.7946 5.2162 0.0 -0.1 0.0 -0.109
C 2.1692 -1.6663 4.7301 0.0 0.0 0.0 -0.092
C 1.0668 1.3514 3.8507 -0.1 -0.2 0.0 -0.213
C 2.3105 1.7670 3.3652 0.0 -0.1 -0.1 -0.105
C 2.9143 2.9295 3.8196 0.1 0.0 0.1 -0.083
C 2.2922 3.6981 4.7946 0.0 0.0 0.0 -0.111
C 1.0738 3.2865 5.3169 0.0 0.1 0.1 -0.110
C 0.4680 2.1295 4.8444 0.0 -0.1 0.0 -0.095
H -4.6093 -0.3396 6.3618 0.0 0.0 0.0 0.086
H -2.6685 -1.7557 6.9858 0.0 0.0 0.0 0.090
H -0.6226 -1.7120 5.6163 0.0 0.0 0.0 0.094
H -2.4332 1.1123 2.9753 0.0 0.0 0.0 0.084
H -4.4823 1.0781 4.3347 0.0 0.0 0.0 0.093
H 0.0932 -3.1348 2.5128 0.0 0.0 0.0 0.109
H 1.2410 -5.1397 3.3584 0.0 0.0 0.0 0.095
H 2.9803 -4.9343 5.1115 0.0 0.0 0.0 0.086
H 3.5891 -2.6975 5.9722 0.0 0.0 0.0 0.089
H 2.4411 -0.6873 5.1114 0.0 0.0 0.0 0.096
H 2.7861 1.1744 2.5930 0.0 0.1 -0.1 0.076
H 3.8664 3.2387 3.4057 0.0 0.0 0.0 0.100
H 2.7465 4.6200 5.1401 0.0 0.0 0.0 0.088
H 0.5890 3.8692 6.0932 0.0 0.0 0.0 0.087
H -0.4907 1.8281 5.2506 0.0 0.0 0.0 0.090
C 7.8599 4.1019 -3.0773 -0.1 0.0 0.0 -0.083
C 6.5542 3.5334 -2.5791 0.1 0.0 -0.1 -0.310
C 6.5163 2.5177 -1.6346 0.0 0.1 0.0 -0.052
C 5.3149 2.0189 -1.1417 -0.1 0.0 0.0 -0.338
C 5.3561 0.9118 -0.1255 0.2 0.0 0.0 -0.128
C 4.0785 2.5466 -1.5783 0.1 0.1 -0.1 -0.564
Te 2.2687 1.9794 -0.5926 0.3 0.1 -0.3 0.787
C 4.1219 3.5404 -2.5803 0.0 -0.1 0.0 -0.336
C 2.8696 4.1269 -3.1840 0.0 0.0 0.0 -0.120
C 5.3421 4.0144 -3.0532 0.1 0.0 0.0 -0.058
H 8.7067 3.5929 -2.6141 0.0 0.0 0.0 0.060
H 7.9364 5.1680 -2.8459 0.0 0.0 0.0 0.066
H 7.9483 3.9938 -4.1621 0.1 0.0 0.0 0.065
H 7.4523 2.1104 -1.2587 0.0 0.0 0.0 0.097
H 6.3811 0.5633 0.0364 0.0 0.0 0.0 0.061
H 4.7398 0.0723 -0.4510 -0.1 0.0 0.1 0.055
H 4.9426 1.2518 0.8260 -0.1 -0.1 0.0 0.045
H 1.9863 3.7029 -2.7117 0.0 0.0 0.0 -0.030
H 2.8300 3.9182 -4.2585 0.0 0.0 0.0 0.068
H 2.8444 5.2131 -3.0542 0.0 0.0 0.0 0.069
H 5.3458 4.7977 -3.8097 0.0 0.0 0.0 0.107
C -1.9947 -5.6063 -3.7502 0.0 0.0 -0.1 -0.127
C -2.3259 -4.8586 -2.6013 -0.1 0.1 0.1 -0.121
C -1.3623 -4.1121 -1.9733 -0.1 -0.1 -0.1 -0.070
C -0.0239 -4.0506 -2.4418 0.3 -0.1 -0.3 -0.237
C 0.9464 -3.2643 -1.7342 -0.1 -0.1 0.2 -0.150
C 2.2171 -3.2744 -2.2837 -0.1 -0.2 -0.1 -0.177
C 2.5480 -3.9827 -3.4623 0.0 0.0 0.0 -0.126
C 1.6109 -4.7370 -4.1196 0.1 0.0 -0.1 -0.097
C 0.2911 -4.7998 -3.6204 -0.1 0.1 0.2 -0.200
C -0.7192 -5.5722 -4.2464 -0.1 0.0 0.0 -0.073
H -2.7574 -6.2084 -4.2331 0.0 0.0 0.0 0.083
H -3.3416 -4.8813 -2.2178 0.0 0.0 0.0 0.086
H -1.6022 -3.5500 -1.0755 0.0 0.0 0.0 0.090
H 3.0176 -2.7226 -1.7926 0.0 0.1 -0.1 0.068
H 3.5605 -3.9214 -3.8554 0.0 0.0 0.0 0.082
H 1.8634 -5.2804 -5.0261 0.0 0.0 0.0 0.087
H -0.4687 -6.1419 -5.1378 0.0 0.0 0.0 0.094
```
Forces are in eV/Å.

Summary:
LUMO energy	2.8	eV
molar mass	1030.88	g/mol
2S+1	1
total charge	-2
ΔE to the lowest compared entry with this formula, charge and spin	92.9	kJ/mol
calculated total energy	-111157.171	eV
HOMO-LUMO gap	3.57	eV

=====

- Which value of total charge does entry 2 give?
  -2

=====

- The highest ΔE to the lowest compared entry with this formula, charge and spin belongs to which entry?
  C53H49BF14Ge2N6O5PSn

=====

- LUMO energy of number 2 (C53H51KN6O2SSiTe)?
  2.8 eV